Formula: C26H40BrNOP2Ru
Source: the OMol25 dataset
Level of theory: ωB97M-V/def2-TZVPD

LUMO level (spin up / spin down) (eV): -13.109 / -15.613
Total charge: +4
Orbital gap (spin up / spin down) (eV): 6.82 / 5.42
2S+1: 5

Each line ends with the Mulliken charge.
CARTESIAN COORDINATES (ANGSTROEM)
Ru 0.348 0.921 -1.002  0.453
Br 1.316 2.570 -2.565  -0.035
P 3.020 0.567 -1.200  0.638
P -0.175 -1.266 -0.385  1.008
O 0.812 1.415 1.911  -0.297
N -5.419 -1.685 4.873  -0.390
C -0.017 -2.302 -1.887  -0.671
C -1.959 -1.256 0.099  1.096
C -1.237 2.097 -1.080  0.143
C 0.661 1.251 0.758  -0.020
C -1.395 3.107 -0.108  -0.466
C 1.911 -3.069 0.520  -1.328
C 4.122 -0.660 -0.355  -0.519
C -4.518 0.418 3.278  0.418
C -5.727 -0.253 2.980  -0.154
C 4.780 0.563 -3.518  -1.524
C 3.399 0.226 -2.991  -0.122
C -2.272 1.667 -1.917  -0.319
C -3.532 1.740 -1.333  -0.685
C -3.849 0.079 4.484  -0.168
C -3.934 1.343 2.330  -0.247
C 4.683 2.947 -1.229  -1.509
C -4.323 -1.010 5.222  -0.274
C -6.118 -1.318 3.801  -0.320
C -1.024 -1.954 -2.976  -1.205
C 3.740 2.094 -0.395  -0.475
C 0.690 -2.240 0.921  -0.697
C -3.553 2.133 0.041  -0.405
C -4.251 1.338 0.990  0.011
C 5.627 -0.403 -0.423  -1.291
C -2.646 3.143 0.483  -0.811
C -2.335 -1.841 1.463  -1.601
H 4.270 3.169 -2.218  0.385
H 5.493 -0.247 -3.349  0.411
H 0.965 -1.502 1.692  0.550
H -0.558 3.759 0.146  0.712
H 1.828 -4.086 0.922  0.416
H 3.180 -0.844 -3.129  0.234
H 3.874 -1.650 -0.756  0.485
H -0.097 -3.356 -1.582  0.565
H -6.344 0.029 2.128  0.531
H -2.275 -0.201 0.063  -1.214
H 2.042 -3.159 -0.562  0.300
H -2.073 -2.904 1.544  0.505
H -1.849 -1.291 2.279  0.424
H 4.724 0.717 -4.603  0.431
H -2.515 -1.755 -0.708  0.575
H 4.816 3.909 -0.719  0.444
H -0.059 -2.897 1.385  0.325
H -3.126 1.987 2.694  0.491
H 5.680 2.504 -1.338  0.343
H -3.419 -1.748 1.603  0.401
H -2.028 -2.325 -2.738  0.387
H -1.081 -0.868 -3.139  0.210
H 1.011 -2.148 -2.252  0.185
H 2.643 0.770 -3.582  0.453
H 5.180 1.483 -3.086  0.263
H -2.900 3.840 1.284  0.824
H -4.437 1.400 -1.834  0.511
H 4.241 1.755 0.526  0.635
H -7.025 -1.891 3.559  0.415
H -3.789 -1.343 6.120  0.420
H -5.035 0.675 0.597  0.367
H 2.824 -2.636 0.939  0.312
H 6.002 -0.300 -1.446  0.191
H -0.706 -2.419 -3.917  0.418
H -2.969 0.627 4.802  0.523
H 5.922 0.487 0.146  0.330
H 2.881 2.704 -0.074  0.418
H -2.050 1.277 -2.906  0.690
H 6.146 -1.257 0.027  0.423
H 3.787 -0.630 0.691  0.478

***

Formula: C26H40HgNO21S3
Source: the OMol25 dataset
Level of theory: ωB97M-V/def2-TZVPD

LUMO level (eV): -9.829
Total charge: +1
Orbital gap (eV): 1.54

Each line ends with the Mulliken charge.
CARTESIAN COORDINATES (ANGSTROEM)
Hg 13.257 0.738 -14.335  0.450
S 19.022 -11.037 -15.614  1.051
S 16.429 -7.641 -9.916  1.009
S 6.219 -2.439 -20.409  1.101
O 15.563 -8.428 -10.808  -0.504
O 6.652 -1.145 -19.366  -0.369
O 9.688 -11.329 -13.754  -0.659
O 8.534 4.294 -7.723  -0.529
O 17.696 -8.240 -9.588  -0.496
O 18.774 -2.942 -14.267  -0.293
O 6.768 -2.148 -21.779  -0.535
O 7.283 -3.322 -19.624  -0.309
O 18.505 -9.501 -15.135  -0.291
O 11.774 -11.059 -14.403  -0.296
O 17.230 -1.321 -14.544  -0.682
O 18.360 -12.074 -14.776  -0.492
O 18.338 -10.917 -17.073  -0.308
O 15.665 -7.070 -8.623  -0.302
O 3.978 -0.862 -11.914  -0.351
O 4.802 -2.819 -20.209  -0.487
O 20.479 -11.075 -15.875  -0.517
O 4.833 1.172 -11.754  -0.578
O 16.495 -6.132 -10.610  -0.244
O 8.455 3.570 -9.796  -0.556
O 11.481 -2.635 -13.843  -0.213
N 8.550 3.408 -8.574  0.887
C 12.797 -4.786 -13.612  -0.834
C 10.516 -11.011 -14.696  0.435
C 9.541 1.123 -9.008  -0.369
C 9.231 1.950 -6.680  -0.376
C 15.218 -5.709 -8.736  -0.270
C 20.870 -1.903 -14.443  -0.600
C 8.067 -1.041 -19.285  -0.153
C 9.997 -0.176 -8.472  -0.329
C 18.179 -9.599 -17.446  -0.332
C 18.431 -1.725 -14.563  0.550
C 19.718 -0.925 -14.869  -0.358
C 4.708 0.115 -12.321  0.611
C 5.304 -1.685 -13.581  -0.414
C 10.106 -0.346 -7.092  -0.397
C 16.200 -5.092 -9.693  -0.287
C 12.587 -10.648 -15.437  -0.318
C 3.968 -2.001 -12.867  -0.396
C 8.532 -2.507 -19.465  -0.233
C 20.164 -3.215 -14.167  -0.266
C 5.502 -0.200 -13.591  -0.414
C 9.171 2.163 -8.130  0.219
C 10.200 -10.509 -16.034  -0.204
C 18.243 -8.680 -16.165  -0.192
C 11.477 -4.037 -13.892  0.002
C 9.732 0.673 -6.225  -0.379
C 11.583 -9.925 -16.323  -0.557
H 17.222 -9.554 -17.965  0.284
H 18.917 -7.830 -16.278  0.275
H 9.354 1.187 -10.070  0.440
H 10.779 -4.550 -13.230  0.277
H 9.066 2.768 -5.994  0.429
H 8.249 -0.761 -18.247  0.274
H 9.521 -9.660 -15.973  0.221
H 16.970 -4.803 -8.977  0.272
H 19.740 0.109 -14.525  0.348
H 11.197 -4.397 -14.882  0.261
H 14.199 -5.706 -9.123  0.234
H 20.383 -3.856 -15.021  0.206
H 8.376 -0.350 -20.070  0.251
H 13.659 -4.179 -13.887  0.358
H 15.823 -4.261 -10.288  0.304
H 20.339 -3.741 -13.229  0.312
H 5.058 0.119 -14.534  0.244
H 19.892 -1.013 -15.942  0.206
H 12.871 -4.747 -12.525  0.202
H 5.462 -2.073 -14.587  0.383
H 10.349 -1.278 -6.603  0.361
H 15.340 -5.310 -7.729  0.284
H 13.419 -9.980 -15.211  0.288
H 10.155 0.439 -5.259  0.316
H 12.852 -11.611 -15.874  0.290
H 6.486 0.267 -13.561  0.274
H 2.976 -2.084 -13.310  0.261
H 18.888 -9.232 -18.189  0.281
H 11.499 -8.876 -16.036  0.149
H 21.499 -2.000 -15.327  0.306
H 10.233 -1.008 -9.119  0.377
H 3.888 -2.823 -12.157  0.224
H 17.282 -8.177 -16.060  0.240
H 9.917 -11.401 -16.593  0.279
H 21.451 -1.509 -13.609  0.273
H 9.104 -2.885 -20.311  0.280
H 9.066 -2.796 -18.560  0.180
H 11.761 -9.896 -17.398  0.374
H 12.864 -5.837 -13.894  0.344
H 6.017 -2.181 -12.922  0.209

***

Formula: C26H41Br2F2N4O7
Source: the OMol25 dataset
Level of theory: ωB97M-V/def2-TZVPD

LUMO level (eV): -2.800
Total charge: +1
Orbital gap (eV): 9.11
Structure (SMILES): CCCO[C@]1(CCOC=O)[C@H]([C@@H](C)CCC)[N@@H+](C(=O)NC(=O)F)[C@](C(=O)NC(=O)F)(/C(Br)=C(/C)Br)CN1[C@H](C)CC

Each line ends with the Mulliken charge.
CARTESIAN COORDINATES (ANGSTROEM)
Br 3.320 -2.028 -3.501  -0.014
Br 0.023 1.134 -3.768  -0.036
F 5.038 -0.353 0.630  -0.166
F 2.104 -4.928 -2.490  -0.180
O 0.035 -5.602 -2.326  -0.418
O 3.216 0.718 -1.278  -0.508
O -1.320 1.119 -0.474  -0.450
O 5.386 -2.037 -0.722  -0.406
O -3.430 1.942 1.917  -0.397
O -5.273 3.033 2.573  -0.463
O 1.088 -2.941 -0.553  -0.635
N 0.432 -3.369 -2.678  0.110
N 1.145 -0.140 -0.773  1.171
N -1.505 -1.114 -0.441  1.304
N 3.231 -1.352 -0.363  0.529
C 0.541 -1.037 -1.894  3.650
C 4.651 -1.292 -0.203  0.458
C 2.641 -0.211 -0.790  -1.155
C -1.351 -3.000 1.299  0.181
C 2.774 3.626 3.038  -1.557
C 1.191 0.563 1.728  0.364
C 1.954 1.876 1.367  -1.195
C -3.599 -2.349 0.138  -1.951
C -3.297 0.608 1.416  -1.671
C -1.766 3.461 -0.688  -0.433
C 2.433 0.010 -5.241  -1.612
C 2.061 -0.701 -3.976  0.483
C -1.062 -0.015 0.373  -0.453
C -4.671 2.466 1.719  0.137
C -1.150 4.854 -0.575  -1.495
C -2.056 -2.380 0.064  0.292
C 0.473 -0.212 0.601  -0.412
C -1.850 0.170 1.658  -1.579
C 2.145 -0.345 2.539  -1.942
C -1.046 -1.035 -1.779  -2.354
C 0.804 -4.733 -2.473  0.510
C 1.583 3.095 2.240  -0.630
C -2.273 -3.729 2.279  -1.650
C 0.997 -0.414 -3.208  -1.176
C -0.842 2.410 -0.118  0.020
C 0.802 -2.517 -1.653  -1.542
H 1.609 0.000 -5.949  0.390
H -5.043 2.352 0.691  0.415
H -1.868 -0.696 2.309  1.029
H 3.015 1.695 1.536  0.931
H 2.734 -1.914 0.320  0.312
H -3.987 -2.027 1.096  0.382
H 3.614 3.777 2.363  0.372
H 0.958 0.813 -1.111  0.741
H -3.590 0.530 0.370  0.612
H 0.754 2.866 2.907  0.309
H -3.941 -1.678 -0.647  0.396
H -0.700 2.564 0.950  0.151
H -0.200 4.899 -1.102  0.355
H 3.151 -0.355 2.143  0.502
H 0.545 -1.250 0.905  0.578
H -1.826 5.569 -1.037  0.473
H -2.720 3.459 -0.166  0.215
H 2.719 1.032 -4.998  0.380
H -4.002 -3.328 -0.105  0.504
H -1.044 5.158 0.464  0.319
H -3.969 -0.034 1.985  0.509
H -1.686 -4.299 2.992  0.455
H -1.878 -3.121 -0.715  0.531
H 3.288 -0.467 -5.706  0.462
H -1.432 0.975 2.255  0.850
H 1.893 2.136 0.316  0.392
H -1.394 -1.911 -2.318  0.638
H 3.067 2.929 3.820  0.322
H 0.464 0.847 2.480  0.698
H 1.773 -1.371 2.592  0.219
H -1.454 -0.198 -2.322  0.707
H -0.629 -3.737 0.953  0.441
H -0.776 -2.283 1.878  -0.169
H 2.202 0.019 3.561  0.498
H 2.524 4.585 3.483  0.474
H -1.935 3.217 -1.736  0.290
H 0.131 2.584 -0.596  0.294
H 1.259 3.903 1.583  0.158
H -2.899 -4.446 1.750  0.387
H -2.931 -3.035 2.796  0.284
H 0.628 -3.005 -3.605  0.465

***

> Number 3 is which compound?

C26H41Br2F2N4O7